{
  "formula": "C19H28NPSeV",
  "method": "the ωB97M-V functional and the def2-TZVPD basis",
  "species": ["C", "P", "C", "H", "H", "H", "H", "H", "H", "H", "C", "V", "H", "C", "H", "H", "H", "Se", "C", "C", "H", "H", "H", "N", "H", "C", "C", "H", "H", "C", "C", "C", "H", "C", "C", "H", "H", "H", "H", "H", "H", "H", "C", "C", "H", "H", "C", "H", "C", "C", "C"],
  "positions_angstrom": [[-3.15301, -2.41966, -2.13140], [2.11579, -0.72856, -0.52830], [-1.16051, 0.44364, 6.25900], [2.89499, 1.44044, 0.20100], [0.26719, -1.04076, 1.99940], [3.58669, -1.10636, 1.37780], [1.95729, -0.75176, 5.68530], [1.44849, 0.06754, 3.41440], [3.23499, -2.63696, 0.51690], [-1.10911, -0.24236, -3.68530], [0.56309, 3.11624, -3.19470], [0.08169, -0.10236, 0.46590], [1.83819, -2.52186, -2.16500], [-2.34761, 1.21574, -1.61680], [-1.70301, -1.82746, -4.24660], [1.48129, -0.90686, -2.85480], [-2.43891, 1.35204, 4.79740], [-1.14051, 1.43104, 2.14220], [2.17679, -1.47336, -2.21390], [0.06989, -0.14976, 6.50890], [-0.57231, -1.74076, -2.85210], [-2.93731, 1.43344, -2.52430], [-1.87621, 0.56254, 7.06310], [-2.60541, -1.11956, -2.48610], [-1.44411, -0.58316, -0.75630], [-1.47981, 0.89424, 4.96540], [-0.93661, 1.73454, -1.82390], [-2.45441, -3.04666, -1.52220], [-3.39851, -2.98446, -3.04840], [-2.37561, -0.29076, -1.30480], [1.66659, 2.61134, -2.49980], [-1.44001, -1.23906, -3.35010], [0.31059, -0.50476, 7.50940], [3.48189, -1.57006, 0.38270], [1.00289, -0.28826, 5.47380], [-0.22301, -1.52866, 1.52740], [-2.83441, 1.73344, -0.77720], [3.19409, -1.43216, -2.64160], [-4.08081, -2.28186, -1.54900], [-3.22351, -0.46866, -0.61330], [0.70149, 3.83754, -4.00730], [3.59039, 1.09984, -1.41760], [1.47839, 1.69104, -1.45410], [0.17199, 1.27014, -1.06250], [-1.58161, 3.00644, -3.44550], [2.68269, 2.91744, -2.77580], [-0.57101, 0.75854, 3.90930], [4.43879, -1.48626, -0.16220], [0.69199, 0.17674, 4.18150], [2.67639, 1.02404, -0.80090], [-0.71721, 2.65504, -2.86910]],
  "atomic_forces_ev_per_a": [[-0.10, -0.31, 0.07], [1.33, -0.08, -0.65], [0.11, 0.18, -0.75], [-0.05, -0.09, -0.35], [-0.82, -1.29, -0.23], [-0.02, -0.19, -0.37], [0.07, 0.04, -0.13], [-0.05, 0.16, -0.15], [0.10, 0.42, -0.04], [-0.09, -0.35, 0.18], [-0.06, -0.22, 0.22], [-1.51, 1.18, 0.68], [0.15, 0.39, -0.04], [0.56, 0.04, 0.21], [0.08, 0.22, 0.38], [0.33, -0.20, 0.23], [-0.18, 0.08, -0.14], [0.93, -0.48, 0.46], [0.02, 0.04, 0.04], [0.27, -0.09, -0.18], [-0.46, 0.18, -0.10], [0.10, -0.31, 0.43], [-0.02, 0.00, -0.05], [0.36, -0.09, 0.55], [-0.19, -0.33, -0.26], [0.60, -0.39, 0.61], [1.01, 0.63, -0.51], [-0.23, 0.29, -0.25], [0.11, 0.25, 0.38], [-1.50, 0.07, -0.49], [-0.04, -0.14, 0.18], [0.13, 0.09, -0.24], [-0.03, 0.07, -0.20], [0.06, 0.01, -0.12], [-0.83, 0.41, -0.28], [0.78, 0.15, 1.17], [0.20, -0.02, -0.15], [-0.40, -0.01, 0.21], [0.39, -0.09, -0.26], [0.58, -0.10, -0.26], [-0.06, -0.31, 0.32], [-0.34, -0.07, 0.26], [-0.72, 0.47, -0.64], [0.28, 0.38, -0.98], [0.34, -0.09, 0.15], [-0.38, -0.08, 0.05], [0.08, -0.10, -0.24], [-0.38, -0.04, 0.24], [-0.54, -0.05, 0.71], [0.05, -0.20, 0.16], [-0.04, -0.05, 0.18]],
  "nbo_charge": [-0.41, 0.87, -0.20, 0.24, 0.03, 0.24, 0.21, 0.18, 0.24, 0.22, -0.22, 0.74, 0.24, -0.45, 0.20, 0.26, 0.22, -0.25, -0.93, -0.23, 0.16, 0.23, 0.21, -0.43, 0.06, -0.24, -0.03, 0.16, 0.20, -0.14, -0.26, -0.42, 0.21, -0.94, -0.22, -0.01, 0.23, 0.24, 0.20, 0.22, 0.21, 0.23, 0.04, -0.47, 0.20, 0.20, -0.16, 0.24, -0.21, -0.73, -0.22],
  "charge": 0,
  "de_lowest_kcal_mol": 0.0,
  "e_tot_ha": -4482.2215,
  "spin_multiplicity": 4,
  "orbital_gap_ev": [7.46, 7.20]
}

{
  "formula": "C19H29BBrIN10O2P",
  "method": "the ωB97M-V functional and the def2-TZVPD basis",
  "species": ["H", "H", "C", "C", "H", "C", "H", "C", "H", "C", "N", "H", "H", "H", "H", "C", "H", "H", "Br", "H", "H", "N", "H", "C", "H", "C", "N", "N", "H", "H", "N", "C", "N", "I", "H", "B", "H", "C", "N", "H", "H", "C", "H", "H", "C", "H", "O", "H", "N", "H", "C", "C", "P", "N", "H", "O", "C", "H", "C", "C", "H", "C", "C", "N"],
  "positions_angstrom": [[-3.39151, -4.23290, -2.84594], [3.81588, 4.48107, 5.22290], [0.19182, -1.63137, 2.22565], [2.33708, 1.59122, -2.64875], [4.21070, 1.11836, -7.61741], [-1.19932, -2.63100, 3.98485], [3.26255, 2.87456, 5.72973], [-1.92315, -2.73092, -2.88128], [-2.23515, -4.29254, 3.49656], [-4.38635, -6.69119, 4.53205], [0.57649, 3.30370, -4.99227], [-3.99528, -2.60286, -3.19295], [-5.46691, -6.73126, 4.41139], [2.13175, 3.99603, 4.95026], [-1.03785, 0.80909, 3.52210], [4.31512, 0.41412, -5.64374], [-2.21532, 3.25588, -3.57367], [3.06603, 1.04766, -3.25345], [-1.04895, -0.77104, 6.73622], [-3.50647, -3.03438, -1.54395], [0.06343, 6.08052, -1.76134], [0.05222, -2.78260, 0.02568], [2.75026, 2.56153, -2.37754], [-3.97692, -5.32868, 4.87565], [2.47669, -1.90951, 0.59881], [-0.32944, -1.64740, 3.58795], [1.50646, 0.66927, 2.31425], [-3.66370, -4.26834, 5.14310], [-0.69555, -3.19749, -0.51930], [3.91320, 2.34223, -6.36915], [-1.60499, -3.57409, 3.14651], [4.51267, 1.47293, -6.63430], [3.81411, 2.68950, 2.64604], [-1.95763, -5.21963, 0.71310], [1.43214, 1.74161, -3.23468], [1.20211, -0.60934, 1.71602], [-3.91153, -6.99543, 3.60090], [-1.81394, 5.87301, -2.67563], [4.16178, -0.40904, -4.87639], [-1.59496, -2.69160, 4.99457], [0.13397, -1.85135, -0.36858], [-1.19490, -3.61797, 1.86203], [2.21490, 1.12301, 1.74132], [-1.15504, 7.26265, -1.24878], [-3.28669, -3.17803, -2.60047], [2.01656, 0.46609, 3.17655], [-0.50090, 1.04476, 4.29040], [5.56221, 1.75811, -6.66476], [-2.63271, 5.22700, -3.12519], [-2.54456, 3.43429, -5.29722], [3.16259, 3.64824, 4.97119], [-0.76054, 6.70690, -2.09684], [0.13749, -0.38357, 4.85086], [-0.86562, -2.37880, -3.09892], [-0.39408, 7.40805, -2.84363], [2.00451, -0.97587, 0.48808], [-1.95270, 2.90072, -4.55815], [-2.17290, 1.83514, -4.62525], [3.52935, 3.10892, 3.66179], [2.02611, 0.83435, -1.44252], [-4.08983, -7.37548, 5.32425], [-0.52984, 3.12676, -4.80224], [-0.32436, -2.68453, 1.36975], [1.77938, 0.22097, -0.49622]],
  "atomic_forces_ev_per_a": [[0.00, 0.00, -0.02], [0.01, 0.00, 0.00], [-2.00, -1.71, 1.50], [0.34, -0.34, -0.11], [-0.01, 0.00, 0.00], [-0.14, -0.03, 0.72], [0.01, 0.00, 0.01], [-1.66, -0.54, 0.25], [-0.08, 0.24, 0.09], [0.00, 0.11, 0.09], [1.55, 0.25, -0.21], [0.00, 0.00, 0.00], [0.00, 0.02, 0.00], [-0.01, -0.01, -0.01], [-0.22, 0.62, -0.11], [0.26, 1.22, -1.22], [-0.05, -0.04, 0.01], [-0.07, 0.06, 0.00], [-0.15, -0.18, -0.68], [-0.05, 0.00, 0.00], [0.01, 0.00, -0.02], [-0.99, 0.76, 0.39], [-0.05, 0.00, 0.04], [-0.58, -1.64, -0.33], [-0.86, 0.43, 0.55], [-0.13, 0.55, -1.24], [0.41, -1.41, -0.70], [0.56, 1.31, 0.19], [0.25, -0.42, -0.09], [-0.02, -0.01, 0.00], [0.32, -0.39, -0.59], [-0.02, -0.09, 0.11], [0.37, -0.62, -1.42], [0.22, 0.49, 0.45], [0.05, 0.02, 0.03], [3.10, 0.31, -1.80], [0.00, 0.00, 0.00], [1.24, 1.04, 0.69], [-0.22, -1.09, 1.09], [-0.09, -0.01, -0.22], [0.77, -0.08, -0.17], [-0.77, -1.11, 0.41], [-0.11, 0.19, -0.03], [-0.01, 0.00, 0.00], [0.08, 0.04, -0.04], [-0.52, 0.44, 0.45], [-0.19, -1.79, 0.19], [0.00, -0.01, 0.00], [-1.23, -0.37, -0.33], [-0.02, 0.06, 0.06], [0.03, -0.04, -0.13], [-0.10, -0.08, -0.06], [1.39, 1.41, 0.50], [1.51, 0.51, -0.15], [0.00, -0.01, -0.01], [1.68, -8.79, 8.11], [0.23, -0.59, -0.27], [0.09, -0.01, -0.11], [-0.40, 0.68, 1.57], [0.76, -0.07, -0.95], [0.01, 0.01, 0.01], [-1.70, -0.25, 0.23], [0.89, 1.06, -0.72], [-3.66, 9.86, -5.98]],
  "nbo_charge": [0.26, 0.26, -0.33, -0.73, 0.26, 0.05, 0.26, 0.28, 0.46, -0.73, -0.38, 0.27, 0.27, 0.26, 0.49, 0.31, 0.28, 0.27, -0.21, 0.25, 0.26, -0.76, 0.26, 0.33, 0.45, -0.39, -1.11, -0.39, 0.38, 0.26, -0.46, -0.72, -0.37, 0.23, 0.27, 1.08, 0.26, 0.32, -0.36, 0.27, 0.41, 0.07, 0.43, 0.26, -0.72, 0.41, -0.94, 0.26, -0.38, 0.26, -0.72, -0.72, 1.05, -0.33, 0.26, -0.81, -0.73, 0.24, 0.31, 0.39, 0.27, 0.32, 0.14, -0.38],
  "charge": 1,
  "e_tot_ha": -4676.9852,
  "orbital_gap_ev": 4.87
}